Below is 13 unconnected molecules or ions with the total composition C4H34N2O13S, with properties calculated with wB97M-V/def2-TZVPD.

Each line ends with the natural charge from an NBO analysis.
Positions of all 54 atoms, in Å:
S1 1.18042 -1.02149 3.47448  -0.086
O1 0.05425 -0.75246 -4.77193  -0.944
O2 -2.23562 2.68590 2.98932  -0.999
O3 -3.78008 -0.99216 -0.32471  -0.943
O4 -1.94815 3.03719 0.15385  -0.975
O5 -2.65459 -1.68451 2.19377  -0.995
O6 -1.07282 -1.49157 -2.25370  -0.951
O7 0.58719 3.75363 -1.37573  -0.947
O8 0.97837 0.47270 -1.83991  -0.773
O9 3.64895 -1.88820 -1.23011  -0.975
O10 3.72429 0.83920 -1.81688  -1.001
O11 1.54178 -3.05612 -2.08820  -1.008
O12 0.31980 -3.25328 0.65296  -0.942
O13 -1.58381 0.72312 4.60981  -0.959
N1 -0.27567 0.63869 0.03086  -0.636
N2 -1.11064 1.31214 -2.00424  -0.857
C1 1.80980 1.21441 1.20915  -0.647
C2 0.12653 -0.51593 2.08593  -0.526
C3 0.79988 0.12346 0.87789  -0.072
C4 -0.11950 0.68314 -1.30860  0.829
H1 0.39005 3.56695 -0.45101  0.463
H2 -0.53796 0.16654 2.57659  0.211
H3 1.13524 -2.34851 3.29079  0.141
H4 -1.84467 1.80917 -1.53336  0.419
H5 4.06886 -1.08342 -1.57294  0.523
H6 -0.63184 0.60692 4.72748  0.494
H7 -0.08962 -0.21229 -3.98011  0.472
H8 2.09116 1.37239 2.24800  0.217
H9 -1.90632 -0.09648 4.20978  0.501
H10 -1.05745 1.28456 -3.00189  0.395
H11 3.63326 1.68766 -2.25495  0.486
H12 -0.49811 -1.31156 1.72752  0.278
H13 2.77121 1.09013 0.69410  0.235
H14 0.96083 -0.98794 -4.55766  0.472
H15 -1.63113 3.86829 -0.22200  0.483
H16 -1.63024 3.32499 3.36777  0.463
H17 0.58179 2.85629 -1.74638  0.483
H18 -2.99957 -2.52080 2.49832  0.483
H19 -2.24424 1.94965 3.65063  0.504
H20 2.41156 -2.65743 -1.90934  0.501
H21 -0.86293 -1.99168 -3.05608  0.487
H22 0.54805 -2.76704 -0.15370  0.478
H23 -2.56618 3.33643 0.83396  0.502
H24 1.31598 -0.63928 0.30306  0.216
H25 -2.72760 -1.51151 1.24882  0.511
H26 -0.69887 -2.10563 -1.60863  0.472
H27 1.68466 -3.70937 -2.77778  0.470
H28 -1.15872 0.90947 0.43192  0.420
H29 -3.88570 -0.05867 -0.55356  0.474
H30 2.83156 0.51409 -1.63595  0.511
H31 -4.47534 -1.34494 -0.89578  0.479
H32 4.26529 -2.38417 -0.68952  0.487
H33 1.55479 2.14849 0.71164  0.211
H34 1.21180 -3.58914 0.81625  0.466

The frontier orbital gap comes out at 9.430 eV. As for the spin multiplicity: 1. The LUMO energy comes out at 0.009 Eh. Its highest occupied orbital energy is -9.19 eV.

=====

Below is 13 unconnected molecules or ions with the total composition C4H34N2O14, with properties calculated with wB97M-V/def2-TZVPD.

Each line ends with the natural charge from an NBO analysis.
Positions of all 54 atoms, in Å:
O1 2.35418 0.66858 -3.43421  -0.990
O2 0.55931 1.98205 3.84244  -0.969
O3 -2.41876 -0.70353 -1.03160  -0.784
O4 2.46116 -3.33166 -2.43300  -0.972
O5 -1.23753 3.02259 1.12309  -0.973
O6 2.08831 -0.00576 3.46619  -0.977
O7 2.81978 -1.16865 -0.87766  -0.669
O8 2.08906 3.25305 0.89274  -0.947
O9 0.43696 -2.53665 -4.16769  -0.954
O10 -2.44598 -3.39390 -1.27801  -0.957
O11 -0.30732 -2.11775 3.24364  -0.962
O12 -0.91142 3.38116 -1.47586  -0.955
O13 -2.84711 -1.37793 3.14162  -0.994
O14 -4.62368 0.26052 0.57174  -0.950
N1 3.29635 1.04138 -0.56245  -0.833
N2 -0.05539 0.58892 -1.85097  -0.904
C1 1.10582 0.00552 0.22018  -0.532
C2 -1.51401 -0.45791 0.03439  -0.079
C3 0.01051 -0.41002 -0.71194  -0.056
C4 2.48098 -0.07867 -0.45392  0.703
H1 1.09960 -0.83779 1.11073  0.226
H2 -1.90705 3.13456 -1.75991  0.501
H3 0.63783 -2.17216 3.44663  0.506
H4 -2.23612 -1.57763 -1.57552  0.509
H5 2.92156 2.00117 -0.48346  0.420
H6 -3.10761 -3.70648 -0.74776  0.490
H7 2.59623 3.85303 1.32260  0.468
H8 -0.36936 1.53390 -1.59024  0.388
H9 -0.29937 -2.15782 2.21131  0.483
H10 4.09135 1.05568 -1.20497  0.412
H11 -1.50329 2.11551 1.08191  0.466
H12 -1.93480 -1.73055 3.45821  0.504
H13 -4.92149 0.28395 1.48457  0.474
H14 -1.56484 0.47216 0.46952  0.147
H15 1.26495 3.77541 0.83005  0.492
H16 2.15978 0.56993 4.10912  0.497
H17 -3.22651 -1.01137 3.98264  0.467
H18 -2.50611 -3.59088 -2.22372  0.495
H19 1.63990 0.98465 -2.85380  0.493
H20 2.40503 -4.02406 -1.84753  0.479
H21 2.51001 -2.48708 -2.09912  0.500
H22 -1.81190 -1.14624 0.84858  0.188
H23 0.97307 1.79367 2.92908  0.495
H24 1.26505 -2.50672 -3.63169  0.493
H25 1.98261 -0.05336 -4.03180  0.477
H26 0.92045 1.08795 0.56300  0.237
H27 -0.14742 -1.95742 -3.67695  0.447
H28 -0.19527 1.50776 4.01888  0.473
H29 -0.61847 3.99814 -2.07913  0.486
H30 -3.89223 -0.23133 0.42977  0.476
H31 -1.40483 3.49573 0.26356  0.493
H32 2.44004 -0.03046 2.65893  0.484
H33 -0.80869 0.43432 -2.50842  0.374
H34 0.20665 -1.49754 -1.16382  0.214

The frontier orbital gap comes out at 9.504 eV. As for the spin multiplicity: 1. The LUMO energy comes out at -0.008 Eh. Its highest occupied orbital energy is -9.73 eV.

=====

Below is 14 unconnected molecules or ions with the total composition C4H35N2O15, with properties calculated with wB97M-V/def2-TZVPD.

Each line ends with the natural charge from an NBO analysis.
Positions of all 56 atoms, in Å:
O1 -0.97092 -0.79359 3.56106  -0.975
O2 0.49715 -2.11278 -3.85631  -1.005
O3 -1.27681 -0.28141 -3.42818  -0.992
O4 -0.29946 -2.39333 0.28548  -0.910
O5 -3.36750 -1.11045 2.18392  -0.982
O6 -1.87397 2.11595 0.91944  -0.999
O7 0.01513 2.20857 2.98321  -0.990
O8 -4.61745 0.39549 0.14675  -0.985
O9 1.65472 -1.86800 1.90776  -1.039
O10 -1.72889 2.04238 -2.87236  -1.011
O11 -3.30655 3.31954 -0.90549  -0.977
O12 1.50962 2.05226 0.61091  -0.692
O13 3.99966 -2.70902 0.75624  -0.977
O14 3.39128 1.71049 2.47173  -0.969
O15 0.62228 -3.48391 -1.71705  -1.054
N1 2.87745 1.29132 -0.94626  -0.605
N2 -0.38659 -0.00831 0.28754  -0.686
C1 -1.07655 -1.32662 -0.00614  0.086
C2 3.38259 0.27062 -1.86573  -0.417
C3 0.63755 0.24732 -0.71457  -0.349
C4 1.69466 1.21963 -0.27303  0.708
H1 -0.12341 -0.99190 3.14135  0.499
H2 0.15993 0.60453 -1.62294  0.247
H3 -3.97637 1.09172 0.28183  0.489
H4 -0.70676 2.79139 3.22855  0.471
H5 3.47985 2.06564 -0.73572  0.407
H6 -4.89309 -0.12930 0.88897  0.492
H7 3.97592 -2.11151 0.00416  0.456
H8 -0.62271 -0.75473 -4.00507  0.521
H9 -3.41210 -2.05297 2.35726  0.474
H10 -1.87382 -1.17254 0.74500  0.169
H11 3.09443 -2.64369 1.12990  0.493
H12 -3.00214 3.34076 0.01803  0.483
H13 -1.22981 -0.64612 -2.54247  0.480
H14 -2.43668 2.66252 -3.05545  0.473
H15 2.43464 1.74330 2.36842  0.498
H16 1.45983 -2.10850 -3.80398  0.464
H17 0.39906 -2.97746 -0.81752  0.508
H18 -1.41892 2.35175 0.10940  0.480
H19 -2.50814 -0.78378 2.51137  0.496
H20 0.26532 2.43276 2.07353  0.513
H21 0.33081 -2.48394 -2.92825  0.513
H22 0.05381 -0.17381 1.18614  0.364
H23 4.40885 -0.02940 -1.65837  0.196
H24 -1.73749 1.24696 -3.41993  0.507
H25 3.67302 0.80093 2.59181  0.468
H26 2.76091 -0.61056 -1.77698  0.212
H27 -2.84647 2.51172 -1.17361  0.475
H28 -1.09655 0.16077 3.58892  0.495
H29 1.12784 -0.69900 -0.98205  0.186
H30 -1.81931 1.14735 0.97245  0.509
H31 0.88474 -2.13193 1.30464  0.519
H32 -1.66601 -1.29764 -0.93591  0.124
H33 1.81816 -2.48590 2.62469  0.471
H34 0.52177 -4.42429 -1.61154  0.475
H35 3.33081 0.67199 -2.88016  0.193

The frontier orbital gap comes out at 8.499 eV. As for the spin multiplicity: 1. The net charge is -1. The LUMO energy comes out at 0.097 Eh. Its highest occupied orbital energy is -5.87 eV.

=====

Below is 14 unconnected molecules or ions with the total composition C4H36NO14, with properties calculated with wB97M-V/def2-TZVPD.

Each line ends with the natural charge from an NBO analysis.
Positions of all 55 atoms, in Å:
O1 -3.01981 -1.50446 -2.34240  -0.986
O2 0.38659 0.61387 3.84098  -1.018
O3 -1.61740 -2.29765 2.18307  -1.044
O4 -2.49691 1.07533 -2.92633  -0.989
O5 2.35611 -2.13576 0.40584  -1.008
O6 -0.26565 2.46954 -3.46223  -0.989
O7 3.46963 1.99315 1.06118  -0.997
O8 0.32329 -2.89378 -1.18727  -0.984
O9 -2.19878 -3.06512 -0.32088  -0.984
O10 0.94547 -1.69515 2.65535  -1.004
O11 2.31882 1.77060 -3.13310  -0.949
O12 -2.17915 0.08962 3.23368  -0.977
O13 0.78768 -0.75891 -2.66066  -0.113
O14 1.71128 2.74285 2.92006  -0.986
N1 2.24233 0.39990 -0.79501  -0.746
C1 0.74694 0.26069 -0.52778  -0.120
C2 -1.32689 1.52688 0.19096  -0.645
C3 0.10321 -0.42636 -1.72769  0.453
C4 0.13321 1.64074 -0.28756  -0.452
H1 -1.80002 2.52376 0.45478  0.273
H2 -1.00295 -0.60511 -1.68468  0.324
H3 0.73922 2.19726 0.45593  0.291
H4 -1.88590 -2.95826 2.87624  0.513
H5 -3.33099 1.39113 -3.30328  0.513
H6 2.90292 2.27105 1.78740  0.516
H7 -2.00405 1.14520 -0.53594  0.228
H8 0.66106 0.42206 4.76317  0.511
H9 0.07193 -2.02177 2.40921  0.495
H10 0.68166 -0.17889 3.31973  0.515
H11 1.53520 -1.78059 1.82725  0.498
H12 -0.52117 3.07136 -4.14023  0.508
H13 -1.00891 1.89881 -3.31898  0.506
H14 -0.55469 -3.09966 -0.93499  0.517
H15 2.99400 -2.85671 0.51799  0.520
H16 -2.78762 -3.80808 -0.16755  0.515
H17 2.67024 -0.47180 -0.73147  0.444
H18 2.36512 0.79976 -1.81913  0.466
H19 1.14214 3.50161 2.92650  0.491
H20 2.66685 1.01133 -0.08351  0.487
H21 -2.79417 0.26726 4.04311  0.517
H22 4.10395 2.70943 0.91841  0.507
H23 1.63401 -2.49956 -0.18162  0.510
H24 2.58364 1.36377 -3.92754  0.497
H25 -1.92977 -1.36495 2.53283  0.530
H26 1.34942 2.03905 -3.24237  0.518
H27 -3.01910 -2.13524 -3.07681  0.499
H28 -2.09070 -2.73030 0.52867  0.515
H29 -1.34974 0.37768 3.49745  0.500
H30 -1.42166 0.90191 1.07441  0.225
H31 -2.74683 -2.03285 -1.54562  0.505
H32 0.52354 -0.37220 0.41525  0.320
H33 0.47659 -3.19506 -2.10583  0.507
H34 0.14144 2.22683 -1.18215  0.260
H35 -2.62133 0.19444 -2.72333  0.492
H36 1.20671 1.99138 3.23650  0.503

The frontier orbital gap (alpha / beta) comes out at 8.873 / 4.777 eV. As for the spin multiplicity: 2. The net charge is +2. The LUMO energy (alpha / beta) comes out at -0.292 / -0.442 Eh. Its highest occupied orbital energy (alpha / beta) is -16.81 / -16.80 eV.

=====

Below is 15 unconnected molecules or ions with the total composition C4H38NO15, with properties calculated with wB97M-V/def2-TZVPD.

Each line ends with the natural charge from an NBO analysis.
Positions of all 58 atoms, in Å:
O1 -2.02988 -3.27575 -0.62205  -0.972
O2 4.15727 2.17797 1.10480  -0.960
O3 -0.29914 2.04601 2.27750  -1.015
O4 0.67112 -4.29280 0.76130  -1.000
O5 -1.74410 -0.08159 -2.78903  -0.968
O6 1.59448 1.59678 0.73480  -0.704
O7 1.02836 0.69816 4.17920  -0.993
O8 -1.92478 1.89748 -4.58568  -0.964
O9 2.63097 -0.18583 2.23193  -1.025
O10 2.64467 -2.84624 1.86123  -0.977
O11 -2.91516 -0.75091 -0.47853  -1.004
O12 -1.98419 4.00999 0.67708  -0.998
O13 -1.12386 -2.66325 -3.05242  -0.985
O14 -2.36956 1.37498 1.08546  -1.054
O15 -1.82033 3.22665 -2.25227  -0.949
N1 0.04906 0.50844 -0.66646  -0.325
C1 1.62992 -1.42869 -0.66287  -0.664
C2 0.23270 -0.92508 -0.31376  -0.137
C3 1.19238 1.40957 -0.56769  0.043
C4 -0.10673 -1.17364 1.13845  -0.667
H1 0.94733 2.40632 -0.97863  0.205
H2 -0.49634 -1.46884 -0.94302  0.288
H3 0.17601 -2.21720 1.48730  0.267
H4 0.44159 -0.46987 1.83574  0.246
H5 3.21581 2.02148 1.03570  0.476
H6 -3.18204 1.21740 1.71071  0.519
H7 -0.67810 0.90343 -0.02311  0.432
H8 0.44567 1.24559 3.64777  0.478
H9 0.52077 -4.90697 1.51418  0.484
H10 -0.18811 -2.78912 -2.92143  0.473
H11 -1.52269 -0.99245 -3.04320  0.519
H12 -0.35949 3.04341 2.23900  0.517
H13 3.41349 0.24114 2.36856  0.490
H14 -1.76113 4.18502 -0.26657  0.491
H15 1.64561 0.30233 3.56870  0.473
H16 3.44762 -2.91718 1.36953  0.478
H17 0.55343 1.88896 1.63167  0.500
H18 -2.72805 -0.03424 0.10131  0.491
H19 1.91470 -1.15376 -1.73040  0.216
H20 4.36248 2.95865 0.54152  0.477
H21 -1.15705 -1.07373 1.32023  0.237
H22 -1.62568 2.44738 -1.69099  0.445
H23 -2.22831 3.07104 0.75983  0.482
H24 2.05179 0.97383 -1.07650  0.197
H25 -1.81033 2.96632 -3.10540  0.488
H26 -1.56711 -2.98333 -2.20490  0.513
H27 -2.83930 1.91037 -4.79178  0.472
H28 2.46091 -0.95634 0.00239  0.243
H29 -1.52319 1.53566 1.60852  0.508
H30 -2.68872 -0.47885 -1.37396  0.493
H31 1.34176 -3.67585 1.07687  0.495
H32 2.13207 0.46592 1.52352  0.497
H33 -1.26724 -3.45762 -0.04462  0.501
H34 -2.35684 -2.41326 -0.43525  0.500
H35 1.72886 -2.52215 -0.52282  0.258
H36 -1.83526 1.13737 -4.02955  0.488
H37 2.50211 -1.91994 2.06946  0.513
H38 -1.00021 0.18681 -2.29137  0.465

The frontier orbital gap (alpha / beta) comes out at 10.305 / 4.990 eV. As for the spin multiplicity: 2. The LUMO energy (alpha / beta) comes out at -0.001 / -0.196 Eh. Its highest occupied orbital energy (alpha / beta) is -10.33 / -10.33 eV.

=====

Q: spin multiplicity of number 2 (C4H34N2O14)?
A: 1

=====

Q: Look up the spin multiplicity of the second one.
A: 1